Record 1
A 3-piece molecular cluster, C17H42NO8PSSi overall in a non-equilibrium geometry. Source: the Open Molecules 2025 dataset; level of theory: ωB97M-V/def2-TZVPD.

**Kohn-Sham gap**: 8.76 eV
**Net charge**: 0
**Multiplicity**: 1
**Energy**: -2358.44085 Ha

Geometry as XYZ:
```
71
Properties=species:S:1:pos:R:3:forces:R:3
C 2.086736 2.793146 3.377723 -0.9 0.6 -0.2
C 1.951180 4.393823 3.366693 3.4 1.4 2.2
O 2.844559 5.023342 3.997081 -4.0 -2.0 -2.5
O 0.884806 5.107214 2.738396 2.0 -1.8 0.0
C 0.773825 4.774191 1.322316 -1.4 0.2 -1.6
C -0.396662 3.682139 1.026142 1.2 0.5 -0.8
Si -1.584534 3.401125 2.503979 -0.3 -0.6 -1.8
C -2.688061 1.862794 2.035276 -0.6 0.7 -0.1
N -2.547813 0.888020 3.181687 0.5 0.9 0.1
P -3.057175 5.071457 2.782269 -1.2 -0.2 0.4
S -4.647449 4.328829 3.703594 0.2 0.0 0.0
H 3.115379 2.512846 3.783770 -1.4 0.7 -0.8
H 1.308325 2.411980 4.139647 1.1 0.5 -1.4
H 1.907605 2.357109 2.324681 0.2 0.5 1.8
H 1.765524 4.491729 0.832161 -1.2 0.3 1.0
H 0.426855 5.745350 0.802412 0.7 -1.4 1.0
H 0.037271 2.660876 0.713490 -0.6 1.5 0.5
H -0.986878 4.069030 0.110240 0.8 -0.7 1.4
H -0.915567 3.216235 3.791303 0.0 -0.1 0.2
H -2.363507 1.421812 1.034401 -0.3 0.3 1.4
H -3.785190 2.192592 1.901795 1.7 -0.6 0.4
H -1.540909 0.954966 3.439499 -1.0 -0.5 0.0
H -3.023476 1.304081 4.010611 0.3 -0.4 -0.9
H -3.451898 5.452289 1.447001 0.7 0.5 0.7
H -2.523429 6.150084 3.556854 0.0 -0.1 -0.9
C 5.251813 1.946030 0.241228 -0.2 0.2 -0.2
O 4.398769 1.734967 -0.866940 0.2 -0.3 0.2
C 5.107447 1.622447 -2.096521 -0.5 0.0 0.0
C 4.371033 0.691446 -3.053190 0.3 -0.1 -0.1
O 4.483606 -0.692516 -2.716077 -0.2 0.2 0.2
C 3.763576 -1.128620 -1.560503 0.0 -0.2 -0.2
C 2.250618 -1.143397 -1.744358 0.2 0.4 0.3
O 1.724118 0.178561 -1.676245 0.1 0.0 -0.3
C 0.569067 0.345208 -2.475484 0.1 0.1 0.3
H 5.702503 2.944073 0.187186 0.1 -0.1 0.1
H 4.652464 1.878221 1.150805 0.0 0.0 -0.1
H 6.033822 1.181177 0.286427 0.1 0.1 0.0
H 6.121592 1.240777 -1.932331 0.0 0.0 0.0
H 5.170186 2.624527 -2.535868 0.2 0.0 -0.2
H 4.839831 0.786773 -4.038019 0.1 -0.1 0.1
H 3.328220 0.984444 -3.179844 0.0 0.1 0.2
H 4.058346 -0.561406 -0.677218 -0.2 0.1 0.0
H 4.090364 -2.159381 -1.390197 0.0 0.0 -0.2
H 1.787561 -1.722313 -0.936744 0.1 -0.2 -0.1
H 2.008056 -1.612886 -2.703667 0.0 0.0 0.0
H 0.770102 0.063098 -3.514287 -0.1 -0.1 0.0
H 0.295316 1.401873 -2.459217 0.1 -0.1 0.1
H -0.261721 -0.243674 -2.074850 -0.1 -0.1 -0.2
C -4.070401 -6.483161 -2.501235 0.2 -0.1 0.3
O -3.158092 -5.813472 -1.651963 -0.2 0.2 -0.3
C -1.954418 -5.447961 -2.317233 -0.1 0.1 0.5
C -1.380420 -4.166039 -1.722622 0.1 0.0 -0.3
O -2.093553 -2.985312 -2.096557 -0.1 -0.2 0.2
C -3.385237 -2.810834 -1.509847 0.1 0.3 0.1
C -3.347465 -2.497394 -0.017992 -0.2 -0.5 -0.1
O -3.074477 -3.674357 0.736551 0.4 0.1 -0.1
C -2.366692 -3.408266 1.933095 -0.3 -0.2 -0.1
H -3.685710 -7.475789 -2.763872 -0.1 0.0 -0.2
H -5.012990 -6.601098 -1.964549 0.1 0.0 0.1
H -4.261253 -5.901216 -3.408900 0.0 -0.1 -0.1
H -2.127979 -5.300493 -3.389406 0.0 0.0 0.0
H -1.239038 -6.267029 -2.180634 0.2 0.1 -0.2
H -0.371319 -4.033934 -2.127230 -0.1 0.0 -0.1
H -1.269813 -4.234919 -0.639818 -0.2 -0.1 0.0
H -4.034992 -3.658189 -1.729626 0.1 -0.1 0.2
H -3.819083 -1.946625 -2.023119 0.1 0.0 0.1
H -4.326296 -2.122932 0.302851 0.0 0.2 -0.1
H -2.591892 -1.726736 0.170169 0.0 0.0 0.0
H -1.438427 -2.864872 1.725842 0.0 0.1 0.1
H -2.104507 -4.364164 2.389888 -0.1 0.0 -0.1
H -2.992154 -2.841697 2.629096 0.2 0.1 0.1
```
Forces are in eV/Å.

=====

Record 2
C38H48BN7O7PbS5 as an isolated structure in a non-equilibrium geometry. Source: the Open Molecules 2025 dataset; level of theory: ωB97M-V/def2-TZVPD.

**Kohn-Sham gap (alpha / beta)**: 3.92 / 6.52 eV
**Net charge**: -1
**Multiplicity**: 2
**Energy above the lowest of the compared OMol25 structures with the same formula, charge and spin**: 72.8 kcal/mol
**Energy**: -4595.44094 Ha

Geometry as XYZ:
```
107
Properties=species:S:1:pos:R:3:forces:R:3
Pb -1.879758 -0.820052 -2.912676 0.4 0.7 1.6
C 1.808108 3.906226 -2.389889 1.1 -0.2 -0.3
C 1.979182 2.704508 -1.494041 -1.7 -0.9 0.8
C 3.177709 2.181530 -1.150208 1.2 -0.4 0.8
C 3.289234 0.971402 -0.312903 -1.4 1.4 -0.1
N 2.263740 0.490315 0.337233 0.4 1.2 -1.3
N 1.051467 1.140965 0.085297 -1.9 -1.3 1.7
B -0.028952 0.668958 0.985085 1.9 0.1 -0.2
N 0.259283 -0.373190 2.040987 -1.1 0.8 0.9
N 0.000207 0.115295 3.372362 -0.1 -1.6 -1.5
C -0.028498 -0.806753 4.294527 0.8 1.7 -1.1
C 0.355027 -2.135309 4.021349 -0.6 -1.2 0.6
C 0.493940 -2.644729 2.786072 0.4 0.0 -0.5
C 0.786993 -4.109195 2.467535 0.3 -0.1 0.9
C 0.372362 -1.681791 1.694981 0.5 -0.8 0.1
S 0.483700 -2.207382 0.111721 -0.1 0.4 -0.2
C -0.244203 -0.389281 5.730895 0.8 -0.2 0.4
C 1.099931 -0.699022 6.440190 0.0 -0.1 0.1
C -0.562855 1.116564 5.875413 -0.7 -0.5 0.8
C -1.367863 -1.260439 6.303665 -0.7 -0.1 1.2
N -1.083496 1.642232 1.354081 0.8 0.4 0.2
N -0.557244 2.804953 1.920085 -3.2 -0.3 -0.8
C -1.488205 3.743808 2.112768 1.7 -1.3 -0.9
C -2.831867 3.591425 1.730478 -0.7 -1.4 -0.9
C -3.307285 2.368940 1.253600 0.3 1.4 0.8
C -4.771216 2.274969 0.954586 -0.1 0.4 -0.4
C -2.362864 1.301902 1.066306 -0.5 0.1 0.5
S -2.732016 -0.316864 0.580673 0.3 1.2 0.2
C -0.985575 5.050536 2.597767 -0.4 1.0 1.2
C -1.854882 5.481815 3.818530 -0.5 0.0 -0.2
C -1.220033 6.074000 1.496094 1.0 2.2 0.0
C 0.480329 4.971695 3.043848 0.3 1.0 0.3
C 0.775273 2.029976 -0.933088 2.5 0.9 -1.6
S -0.701133 2.295770 -1.703072 -0.7 -0.3 0.4
C 4.600488 0.264128 -0.195522 0.6 0.3 -0.3
C 5.716983 1.306849 0.193201 -0.8 -0.4 0.1
C 4.502723 -0.867815 0.809184 0.1 -2.3 -1.1
C 4.801779 -0.340174 -1.606292 -0.9 -0.2 0.0
H 2.817599 4.396980 -2.483281 -1.0 -0.2 0.1
H 1.067342 4.577333 -1.942131 0.2 0.0 -0.3
H 1.492851 3.622276 -3.419885 0.0 0.1 0.8
H 4.109275 2.711765 -1.420802 -0.6 -0.5 -0.1
H 0.417876 -2.760113 4.896058 0.1 -0.5 0.0
H 0.631254 -4.788335 3.335690 0.0 0.7 -0.2
H 1.852106 -4.277816 2.166776 -1.0 0.4 -0.2
H 0.102099 -4.442169 1.687516 0.3 0.1 -0.2
H 1.907632 -0.082741 6.031425 -0.2 0.1 0.0
H 1.421040 -1.744438 6.284463 -0.2 0.4 0.3
H 1.008578 -0.491440 7.512233 0.1 -0.1 -0.1
H 0.300382 1.746408 5.551649 -1.0 -0.4 -0.1
H -0.795481 1.345942 6.967226 0.4 -0.3 -1.2
H -1.525303 1.253055 5.326358 1.0 0.6 0.1
H -1.160042 -2.334013 6.406759 0.4 0.2 -0.4
H -2.285908 -1.180528 5.724007 0.0 0.1 -0.2
H -1.650947 -0.986568 7.342381 0.3 0.3 -0.5
H -3.500483 4.461519 1.696473 0.3 -0.4 0.4
H -5.390370 2.623046 1.796910 0.3 0.1 -0.4
H -5.089032 1.286164 0.724336 0.0 -1.0 0.0
H -4.989231 2.842553 0.035461 0.0 0.2 0.4
H -2.794609 5.945196 3.465483 0.3 -0.3 0.2
H -1.355759 6.238488 4.418246 0.2 0.0 0.1
H -2.136359 4.638944 4.464705 0.3 0.1 -0.1
H -2.249350 6.399158 1.353021 -0.3 -0.3 0.3
H -0.917582 5.701828 0.533536 0.5 -0.2 -0.4
H -0.664141 7.064170 1.705258 -0.6 -1.5 -0.2
H 0.567031 4.244955 3.854190 0.2 -0.3 -0.3
H 0.784851 5.939531 3.506481 -0.4 -0.4 -0.4
H 1.205859 4.790477 2.234949 -0.5 -0.3 0.3
H 5.276019 1.979916 0.982637 0.8 -0.6 -0.7
H 5.962688 1.903676 -0.712885 0.1 -0.3 0.8
H 6.605626 0.750301 0.577450 -0.5 0.6 -0.3
H 4.419404 -0.543550 1.830240 -0.2 0.2 0.5
H 5.399794 -1.546209 0.701886 -0.5 0.8 0.2
H 3.640413 -1.565335 0.543477 0.8 1.1 0.5
H 4.790363 0.414504 -2.399484 0.2 0.1 0.2
H 3.857186 -0.926882 -1.798747 1.3 0.0 0.0
H 5.736032 -0.912424 -1.686801 -0.4 -0.1 0.1
O 0.993666 0.562626 -4.385331 0.3 -0.6 0.4
S 1.246066 -0.858554 -4.285458 -0.2 0.5 1.6
O 2.591776 -1.271695 -3.867335 -1.5 0.2 -1.3
O 0.228847 -1.601106 -3.379137 0.7 0.9 -1.3
C 0.787254 -1.496441 -5.911103 0.3 -2.3 0.2
C 1.806585 -2.254316 -6.541144 -0.8 0.6 -0.4
C 1.537045 -3.213294 -7.527396 -1.2 0.1 1.3
C 0.193805 -3.654179 -7.629319 0.7 0.3 -1.2
C -0.825244 -2.851162 -7.139222 -0.3 0.7 0.7
C -0.545408 -1.755318 -6.285607 -0.8 0.3 -0.6
S -2.111651 -0.761864 -5.864487 0.1 -0.4 0.4
O -2.791902 -0.531314 -7.111874 0.5 -0.2 0.2
O -2.888809 -1.679726 -4.940919 0.8 0.2 -0.8
O -1.768531 0.449081 -5.080893 0.1 -1.1 -0.6
H 2.806312 -2.048274 -6.193526 0.3 -0.1 -0.1
H 2.348995 -3.652990 -8.083274 0.0 -0.4 0.1
H -0.077078 -4.552589 -8.217289 0.3 0.7 0.3
H -1.875330 -3.056163 -7.403051 0.6 0.1 0.3
O -3.159909 -2.983757 -1.772973 0.3 -0.1 -0.7
N -3.226572 -4.113142 -2.414535 0.0 0.1 0.6
C -4.144947 -4.247608 -3.430682 0.5 -1.4 0.5
C -4.354553 -5.548341 -3.911228 0.7 0.0 0.2
C -3.550676 -6.603086 -3.454076 -0.3 -0.2 -0.2
C -2.594735 -6.415308 -2.449850 -0.4 0.2 -0.1
C -2.426615 -5.169637 -1.926424 -1.2 1.7 -0.6
H -4.726237 -3.386101 -3.800610 0.8 -0.4 0.7
H -5.155495 -5.722041 -4.632100 0.4 0.1 0.1
H -3.656091 -7.608961 -3.859075 -0.2 0.3 0.0
H -2.051060 -7.224903 -1.980361 0.1 -0.1 -0.4
H -1.768726 -4.892225 -1.095805 -0.4 0.1 -0.5
```
Forces are in eV/Å.